{
  "formula": "C34H22F2IrN6O6S",
  "method": "the ωB97M-V functional and the def2-TZVPD basis",
  "spin_multiplicity": 2,
  "fmax_ev_per_a": 0.78,
  "total_energy_ha": -2791.08554,
  "lumo_ev": [-1.30, -4.59],
  "gap_ev": [6.54, 3.24],
  "s_squared": 0.766,
  "e_above_lowest_kcal_mol": 0.00,
  "elements": ["C", "O", "H", "C", "C", "C", "C", "C", "H", "H", "O", "N", "C", "S", "C", "C", "Ir", "C", "H", "C", "H", "H", "C", "F", "C", "H", "C", "O", "N", "C", "H", "C", "H", "H", "C", "H", "H", "H", "C", "H", "N", "N", "H", "N", "C", "O", "C", "H", "C", "C", "H", "O", "H", "H", "F", "C", "C", "C", "C", "C", "H", "C", "H", "O", "C", "C", "H", "C", "C", "C", "C", "N"],
  "coordinates": [[-0.95797, 2.30889, 2.66537], [-1.91570, -0.77639, -0.75725], [-2.00474, 0.55891, 3.47119], [0.63251, 3.23918, -4.27654], [2.06223, -2.31263, -0.99333], [-4.07478, -3.00802, 1.10545], [-0.12140, 1.67703, -2.04232], [0.98005, -1.45933, -0.98827], [3.75913, -0.85118, 1.52163], [1.73176, 0.60062, 1.42035], [7.18890, -1.61133, 2.63838], [0.87090, -0.43863, -0.12690], [0.21901, 4.25051, 1.82929], [7.66001, -2.80464, 1.96074], [-3.02536, -3.38047, -1.03375], [-2.91260, 4.19842, -1.70830], [-0.73621, 0.86890, -0.28436], [-1.34850, 3.07377, 3.77454], [0.17429, -1.57286, -1.69665], [0.98465, 1.33420, -2.81352], [0.84410, 4.69198, 1.06392], [-4.17757, -2.39614, 1.99099], [5.62982, -4.84088, -0.64343], [2.40403, 1.75866, -4.63254], [-3.35735, 2.27254, 0.15999], [-1.30331, 4.96509, 4.77430], [1.85878, -0.24139, 0.75611], [8.81159, -2.54148, 1.11823], [-2.24813, 2.21440, -0.58532], [-0.45624, 3.57495, -3.50123], [-5.16007, 3.29575, 0.65710], [4.44708, -4.13286, -0.78770], [-5.17843, -5.87689, -0.28831], [1.60609, 0.47795, -2.58660], [-3.16929, -2.60109, 0.12560], [5.80681, -5.75262, -1.20155], [0.91896, 3.83320, -5.13131], [0.09165, 6.02051, 3.00834], [-1.48920, 0.95817, 2.59956], [-2.72477, 4.94716, -2.45775], [5.27016, -2.58069, 0.79425], [-1.46689, 0.23608, 1.54365], [3.67989, -4.48854, -1.45906], [-2.14850, -0.97432, 1.54695], [1.33229, 2.11019, -3.90079], [-2.20497, -3.02716, -2.05369], [-0.98513, 4.39489, 3.91273], [-1.99898, -2.08013, -1.91967], [-0.13597, 2.90411, 1.67070], [-4.03172, 4.27928, -0.90356], [2.07980, -3.11147, -1.71996], [7.87600, -3.90782, 2.87780], [-1.96131, 2.60139, 4.53417], [-5.50115, -4.47553, 1.73186], [-1.13888, 4.68067, -3.86985], [3.09470, -2.11116, -0.08340], [-3.73985, -4.56724, -1.16218], [-0.19890, 4.98103, 2.92156], [-2.36351, -1.37527, 0.32610], [-2.02752, 3.13125, -1.56052], [-3.48882, 1.47759, 0.87930], [-4.61894, -4.95761, -0.17009], [-3.60101, -5.15676, -2.05838], [0.39325, 2.24661, 0.64451], [6.34538, -3.33538, 0.84643], [-4.28019, 3.28564, 0.03101], [-4.71741, 5.10840, -1.01800], [-4.80211, -4.17354, 0.96413], [-0.85639, 2.83590, -2.39342], [2.97689, -1.04707, 0.80271], [4.30068, -2.97618, -0.03630], [6.59841, -4.44912, 0.17688]],
  "atomic_forces_ev_per_a": [[0.0, 0.0, 0.0], [-0.1, 0.0, -0.2], [0.0, 0.0, 0.0], [0.0, 0.0, 0.0], [0.1, 0.0, 0.0], [0.1, -0.1, 0.0], [-0.1, 0.0, 0.1], [0.0, 0.0, 0.1], [0.0, 0.0, 0.0], [0.0, 0.0, 0.0], [0.2, 0.0, 0.1], [0.1, 0.0, -0.1], [0.0, 0.1, 0.1], [-0.5, -0.2, -0.5], [0.0, 0.1, 0.0], [0.0, 0.0, 0.0], [-0.1, -0.6, 0.3], [0.0, 0.0, 0.0], [0.0, 0.0, 0.0], [0.0, 0.0, -0.1], [0.0, 0.0, 0.0], [0.0, 0.0, 0.0], [0.0, 0.0, 0.0], [0.1, 0.0, -0.1], [0.0, 0.0, 0.0], [0.0, 0.0, 0.0], [-0.1, 0.0, 0.0], [0.1, 0.1, 0.3], [0.1, 0.0, 0.0], [0.1, 0.0, 0.0], [0.0, 0.0, 0.0], [0.0, 0.0, 0.0], [0.0, 0.0, 0.0], [0.0, 0.0, 0.0], [0.0, 0.0, -0.1], [0.0, 0.0, 0.0], [0.0, 0.0, 0.0], [0.0, 0.0, 0.0], [0.1, -0.2, 0.1], [0.0, 0.0, 0.0], [0.2, 0.0, 0.1], [-0.1, 0.1, -0.1], [0.0, 0.0, 0.0], [-0.1, 0.1, 0.0], [-0.1, 0.0, 0.1], [-0.1, 0.0, 0.0], [0.0, 0.0, 0.0], [0.0, 0.0, 0.0], [0.2, -0.4, 0.0], [0.0, 0.0, 0.0], [0.0, 0.0, 0.0], [0.2, 0.2, 0.1], [0.0, 0.0, 0.0], [0.0, 0.0, 0.0], [0.0, 0.1, 0.0], [-0.1, 0.1, 0.0], [0.0, 0.0, 0.0], [0.0, 0.0, 0.0], [0.1, 0.1, -0.1], [0.0, -0.1, 0.0], [0.0, 0.0, 0.0], [0.0, 0.0, 0.0], [0.0, 0.0, 0.0], [-0.2, 0.7, -0.1], [-0.2, -0.1, -0.1], [0.0, 0.0, 0.0], [0.0, 0.0, 0.0], [0.0, 0.0, 0.0], [0.0, 0.0, 0.0], [0.1, -0.1, 0.0], [0.0, 0.0, 0.0], [0.1, 0.1, 0.1]]
}